(1)
{
  "formula": "C3H14N2O2",
  "method": "ωB97M-V/def2-TZVPD",
  "homo_lumo_gap_ev": 9.443,
  "largest_force_ha_per_bohr": 0.073,
  "smiles": "CNCCN.O.O",
  "de_lowest_kcal_mol": 46.3,
  "charge": 0,
  "homo_energy_ev": -8.76,
  "symbols": ["C", "N", "C", "C", "N", "H", "H", "H", "H", "H", "H", "H", "H", "H", "H", "O", "H", "H", "O", "H", "H"],
  "coordinates": [[-0.569, -0.045, 2.214], [-0.494, -0.039, 0.776], [0.450, 0.929, 0.158], [0.476, 1.023, -1.407], [0.847, -0.346, -1.932], [-0.792, -1.125, 2.596], [0.493, 0.250, 2.612], [-1.208, 0.716, 2.535], [-0.345, -0.986, 0.510], [1.395, 0.493, 0.433], [0.019, 1.920, 0.663], [1.216, 1.871, -1.633], [-0.631, 1.240, -1.653], [1.580, -0.417, -2.650], [0.030, -0.867, -2.309], [-3.013, 1.115, -0.286], [-3.576, 0.375, -0.250], [-2.134, 0.838, -0.082], [2.416, -2.030, -0.038], [2.163, -2.863, 0.453], [1.679, -2.050, -0.709]],
  "mulliken_charge": [-0.928, -0.236, -0.583, -0.526, -0.529, 0.309, 0.253, 0.293, 0.193, 0.466, 0.314, 0.305, 0.216, 0.213, 0.244, -0.699, 0.275, 0.411, -0.632, 0.326, 0.315]
}

(2)
{
  "formula": "C2H15N2O3",
  "method": "ωB97M-V/def2-TZVPD",
  "homo_lumo_gap_ev": 10.509,
  "largest_force_ha_per_bohr": 0.045,
  "de_lowest_kcal_mol": 26.6,
  "charge": 1,
  "homo_energy_ev": -13.60,
  "symbols": ["N", "C", "C", "N", "H", "H", "H", "H", "H", "H", "H", "H", "H", "H", "H", "O", "H", "H", "O", "H", "H", "O"],
  "coordinates": [[-0.596, 0.640, -0.334], [0.557, 1.466, -0.775], [1.948, 0.858, -0.612], [1.925, -0.548, -1.062], [-1.255, 0.120, -1.139], [-0.161, -0.133, 0.195], [-1.173, 1.132, 0.346], [0.456, 1.562, -1.875], [0.523, 2.421, -0.246], [2.602, 1.451, -1.255], [2.305, 0.951, 0.430], [2.772, -1.020, -0.758], [1.231, -1.043, -0.505], [-0.691, -0.082, -2.683], [-2.070, -0.557, -2.906], [-1.314, -0.754, -2.320], [-0.679, 1.496, 3.586], [-0.290, 0.078, 3.624], [-0.995, 0.630, 3.280], [-0.553, -2.656, 1.796], [-1.816, -2.057, 1.135], [-0.888, -1.894, 1.317]],
  "mulliken_charge": [-0.173, -0.430, -0.484, -0.564, 0.391, 0.145, 0.369, 0.187, 0.321, 0.376, 0.320, 0.285, 0.211, 0.353, 0.364, -0.657, 0.314, 0.314, -0.613, 0.295, 0.288, -0.612]
}

(3)
{
  "formula": "C3H6N3O2P",
  "method": "ωB97M-V/def2-TZVPD",
  "homo_lumo_gap_ev": 10.167,
  "largest_force_ha_per_bohr": 0.092,
  "smiles": "N=[P@](N)(O)/C=C\\N=C=O",
  "de_lowest_kcal_mol": 15.2,
  "charge": 0,
  "homo_energy_ev": -9.52,
  "symbols": ["N", "P", "N", "O", "C", "C", "N", "C", "O", "H", "H", "H", "H", "H", "H"],
  "coordinates": [[1.750, -0.114, 1.079], [0.339, -0.305, 0.424], [-1.164, -0.092, 1.161], [0.011, -1.846, -0.034], [-0.105, 0.590, -1.176], [0.752, 0.523, -2.192], [1.815, -0.308, -2.186], [2.399, -1.105, -1.492], [3.179, -1.862, -1.072], [2.175, 0.782, 0.808], [-1.882, -0.320, 0.478], [-1.466, -0.276, 2.066], [0.666, -2.444, 0.152], [-0.917, 1.177, -1.205], [0.478, 1.096, -3.122]],
  "mulliken_charge": [-0.693, 0.652, -0.572, -0.552, -0.623, -0.013, -0.340, 0.625, -0.416, 0.276, 0.213, 0.208, 0.372, 0.546, 0.316]
}

(4)
{
  "formula": "C14H27F2NO8S",
  "method": "ωB97M-V/def2-TZVPD",
  "homo_lumo_gap_ev": 9.677,
  "largest_force_ha_per_bohr": 0.020,
  "smiles": "O=C(OCCF)N(F)CCCS.CCOC(=O)OC.CCOC(=O)OC",
  "charge": 0,
  "homo_energy_ev": -9.18,
  "symbols": ["O", "C", "O", "C", "C", "F", "N", "F", "C", "C", "C", "S", "H", "H", "H", "H", "H", "H", "H", "H", "H", "H", "H", "C", "C", "O", "C", "O", "O", "C", "H", "H", "H", "H", "H", "H", "H", "H", "C", "C", "O", "C", "O", "O", "C", "H", "H", "H", "H", "H", "H", "H", "H"],
  "coordinates": [[3.797, -1.038, 1.185], [3.910, -1.165, 0.008], [5.080, -1.079, -0.661], [5.296, 0.027, -1.541], [5.616, 1.332, -0.786], [5.995, 1.076, 0.511], [2.814, -1.594, -0.738], [2.977, -1.479, -2.118], [1.468, -1.189, -0.347], [1.231, 0.316, -0.327], [1.206, 1.042, -1.669], [0.219, 0.277, -2.985], [6.131, -0.272, -2.175], [4.425, 0.181, -2.183], [6.447, 1.849, -1.279], [4.753, 2.005, -0.759], [0.780, -1.715, -1.013], [1.340, -1.596, 0.658], [0.279, 0.497, 0.187], [2.010, 0.768, 0.303], [2.214, 1.129, -2.090], [0.836, 2.058, -1.513], [-0.840, -0.024, -2.221], [2.362, -1.978, 4.014], [1.666, -2.765, 5.097], [0.787, -1.930, 5.881], [-0.391, -1.659, 5.327], [-0.814, -2.108, 4.291], [-1.098, -0.927, 6.192], [-2.433, -0.634, 5.768], [2.898, -1.127, 4.436], [3.085, -2.608, 3.495], [1.648, -1.610, 3.279], [2.373, -3.159, 5.824], [1.087, -3.591, 4.683], [-2.966, -1.549, 5.518], [-2.419, 0.023, 4.900], [-2.902, -0.137, 6.611], [-6.532, 0.381, -2.644], [-5.430, 1.166, -1.971], [-4.217, 1.149, -2.750], [-4.180, 2.016, -3.765], [-5.035, 2.817, -4.047], [-3.022, 1.856, -4.404], [-2.832, 2.721, -5.528], [-6.203, -0.638, -2.851], [-7.403, 0.335, -1.989], [-6.830, 0.854, -3.578], [-5.143, 0.715, -1.023], [-5.725, 2.201, -1.798], [-2.989, 3.760, -5.244], [-3.522, 2.458, -6.329], [-1.806, 2.562, -5.844]],
  "mulliken_charge": [-0.469, 0.359, -0.359, -0.139, -0.289, -0.270, 0.264, -0.221, -0.683, -0.514, -0.435, -0.223, 0.350, 0.156, 0.301, 0.194, 0.418, 0.263, 0.340, 0.344, 0.063, 0.468, 0.069, -0.739, -0.373, -0.345, 0.807, -0.563, -0.339, -0.630, 0.287, 0.360, 0.114, 0.305, 0.333, 0.297, 0.289, 0.216, -1.074, -0.217, -0.305, 0.701, -0.568, -0.230, -0.673, 0.288, 0.352, 0.310, 0.281, 0.317, 0.317, 0.297, 0.200]
}

(5)
{
  "formula": "C4H13NO",
  "method": "ωB97M-V/def2-TZVPD",
  "homo_lumo_gap_ev": 9.268,
  "largest_force_ha_per_bohr": 0.078,
  "smiles": "CCNCC.O",
  "de_lowest_kcal_mol": 43.1,
  "charge": 0,
  "homo_energy_ev": -8.47,
  "symbols": ["C", "C", "N", "C", "C", "H", "H", "H", "H", "H", "H", "H", "H", "H", "H", "H", "O", "H", "H"],
  "coordinates": [[-0.902, -1.569, 1.530], [0.234, -0.942, 0.590], [-0.394, -0.350, -0.692], [0.294, 0.625, -1.535], [0.324, 0.494, -3.046], [-0.420, -2.390, 2.046], [-1.404, -0.937, 2.176], [-1.606, -1.818, 0.817], [1.023, -1.760, 0.518], [0.930, -0.222, 1.023], [-0.829, -1.061, -1.333], [-0.104, 1.632, -1.244], [1.372, 0.659, -1.224], [-0.518, 0.031, -3.549], [1.201, -0.155, -3.366], [0.542, 1.435, -3.524], [-0.029, 2.528, 3.472], [-0.176, 1.993, 4.297], [0.463, 1.808, 3.045]],
  "mulliken_charge": [-1.033, -0.372, -0.303, -0.236, -1.156, 0.326, 0.319, 0.307, 0.229, 0.312, 0.205, 0.236, 0.207, 0.347, 0.279, 0.338, -0.633, 0.322, 0.306]
}

(6)
{
  "formula": "C30H46O3P2Rh",
  "method": "ωB97M-V/def2-TZVPD",
  "homo_lumo_gap_ev": [4.664, 6.751],
  "largest_force_ha_per_bohr": 0.197,
  "de_lowest_kcal_mol": 8.3,
  "multiplicity": 5,
  "charge": 1,
  "homo_energy_ev": [-6.83, -10.26],
  "s2": 6.01,
  "symbols": ["Rh", "C", "C", "C", "C", "C", "C", "H", "H", "H", "C", "H", "H", "H", "C", "H", "H", "H", "C", "H", "H", "H", "C", "H", "H", "H", "C", "C", "C", "C", "C", "C", "C", "C", "H", "H", "H", "H", "H", "H", "H", "H", "H", "H", "H", "H", "P", "C", "C", "P", "C", "C", "C", "H", "H", "H", "H", "H", "H", "H", "H", "H", "H", "H", "H", "H", "H", "O", "C", "C", "C", "C", "C", "C", "C", "O", "O", "H", "H", "H", "H", "H"],
  "coordinates": [[1.868, 0.825, 1.158], [3.434, 1.528, 0.050], [2.573, 2.581, 0.475], [3.384, 1.508, 2.369], [3.929, 0.855, 1.210], [2.535, 2.575, 1.911], [3.788, 1.151, -1.347], [3.588, 1.955, -2.045], [3.194, 0.293, -1.662], [4.833, 0.852, -1.411], [4.881, -0.298, 1.217], [5.567, -0.218, 0.374], [4.348, -1.245, 1.104], [5.429, -0.340, 2.157], [3.645, 1.096, 3.789], [3.435, 1.934, 4.461], [4.692, 0.780, 3.881], [2.996, 0.256, 4.086], [1.716, 3.471, 2.791], [2.256, 3.667, 3.725], [0.765, 2.976, 3.040], [1.510, 4.419, 2.284], [1.808, 3.491, -0.428], [1.566, 4.434, 0.065], [0.868, 3.000, -0.714], [2.379, 3.699, -1.338], [-0.820, -2.255, -2.152], [0.023, -1.547, -2.919], [0.245, -0.076, -2.731], [-0.935, 0.767, -3.203], [-1.979, 1.169, -2.154], [-1.844, 0.859, -0.634], [-1.403, -0.591, -0.276], [-1.877, -1.617, -1.296], [1.142, 0.260, -3.260], [-1.420, 0.268, -4.057], [0.435, 0.139, -1.681], [-2.546, -1.104, -2.004], [-0.864, -3.345, -2.203], [0.627, -2.001, -3.712], [-2.508, -2.377, -0.815], [-0.306, -0.633, -0.200], [-1.124, 1.574, -0.179], [-1.783, -0.908, 0.718], [-0.565, 1.719, -3.600], [-2.054, 2.274, -2.192], [-3.660, 0.641, -2.621], [-4.185, -0.781, -3.594], [-4.310, 2.019, -3.582], [-3.455, 1.219, 0.234], [-4.491, 0.398, -1.042], [-3.958, 2.961, 0.036], [-4.122, 0.566, 1.782], [-4.405, -1.641, -2.945], [-3.458, -1.048, -4.372], [-5.124, -0.425, -4.048], [-5.313, 1.686, -3.882], [-3.665, 2.140, -4.467], [-4.356, 2.954, -3.010], [-5.197, 0.356, 1.645], [-4.024, 1.305, 2.586], [-3.615, -0.362, 2.074], [-4.577, -0.676, -0.814], [-5.501, 0.827, -1.111], [-3.887, 3.470, 1.008], [-5.011, 3.018, -0.286], [-3.330, 3.497, -0.689], [1.394, -4.089, 0.036], [1.730, -4.270, 1.336], [2.142, -5.527, 1.817], [2.406, -5.682, 3.179], [2.265, -4.600, 4.061], [1.907, -3.342, 3.575], [1.636, -3.159, 2.210], [1.360, -1.790, 1.678], [0.963, -0.850, 2.471], [1.686, -1.471, 0.478], [1.464, -4.948, -0.421], [2.259, -6.355, 1.117], [2.708, -6.658, 3.556], [2.466, -4.731, 5.126], [1.821, -2.472, 4.232]],
  "lowdin_spin": [1.917, 0.122, 0.092, 0.135, 0.159, 0.133, 0.026, 0.001, 0.007, 0.004, 0.030, 0.005, 0.008, 0.002, 0.024, 0.001, 0.004, 0.007, 0.048, 0.005, 0.016, 0.004, 0.033, 0.002, 0.012, 0.003, 0.001, 0.001, 0.005, 0.019, 0.047, 0.148, 0.018, 0.004, 0.000, 0.002, 0.006, 0.001, 0.000, 0.000, 0.001, 0.011, 0.024, 0.004, 0.001, 0.007, 0.015, 0.005, 0.002, 0.390, 0.026, 0.064, 0.151, 0.001, 0.001, 0.001, 0.000, 0.000, 0.001, 0.033, 0.006, 0.004, 0.004, 0.003, 0.010, 0.016, 0.001, 0.002, 0.002, 0.000, 0.001, 0.000, 0.002, 0.001, 0.020, 0.062, 0.074, 0.000, 0.000, 0.000, 0.000, 0.000]
}

(7)
{
  "formula": "C2H2N3O",
  "method": "ωB97M-V/def2-TZVPD",
  "homo_lumo_gap_ev": 8.143,
  "largest_force_ha_per_bohr": 0.096,
  "de_lowest_kcal_mol": 111.3,
  "charge": 1,
  "homo_energy_ev": -14.19,
  "symbols": ["C", "C", "N", "N", "N", "O", "H", "H"],
  "coordinates": [[-0.727, -0.505, -0.654], [0.531, -1.137, 1.411], [-0.472, 0.682, -1.081], [0.120, 1.657, -0.738], [0.570, 2.658, -0.594], [0.965, -0.220, 1.867], [-1.239, -1.032, -1.519], [0.252, -2.102, 1.307]],
  "mulliken_charge": [-0.268, 0.313, -0.256, 0.828, -0.313, -0.053, 0.305, 0.445]
}

(8)
{
  "formula": "C5H10N2",
  "method": "ωB97M-V/def2-TZVPD",
  "homo_lumo_gap_ev": 8.708,
  "largest_force_ha_per_bohr": 0.044,
  "smiles": "CC1=C(C)N(N)C1",
  "de_lowest_kcal_mol": 67.9,
  "charge": 0,
  "homo_energy_ev": -7.66,
  "symbols": ["C", "C", "C", "C", "N", "N", "C", "H", "H", "H", "H", "H", "H", "H", "H", "H", "H"],
  "coordinates": [[-0.068, -2.314, 0.325], [-0.016, -0.834, 0.487], [0.118, 0.192, -0.400], [-0.271, 0.391, -1.825], [0.665, 1.170, 0.438], [0.126, 2.446, 0.412], [0.259, -0.048, 1.686], [0.773, -2.784, 0.843], [-0.017, -2.598, -0.727], [-0.983, -2.736, 0.747], [-0.356, -0.579, -2.316], [-1.238, 0.892, -1.924], [0.474, 0.988, -2.354], [-0.750, 2.557, -0.091], [0.817, 3.138, 0.155], [-0.556, 0.496, 2.152], [1.024, -0.376, 2.393]],
  "mulliken_charge": [-1.200, 0.453, 0.231, -1.161, -0.108, -0.570, -0.409, 0.295, 0.305, 0.282, 0.313, 0.277, 0.334, 0.233, 0.226, 0.217, 0.283]
}